# C7H37NO12

A cluster of 13 separate species, C7H37NO12 in total in a non-equilibrium geometry (ωB97M-V/def2-TZVPD, OMol25).

Each line ends with the Mulliken charge.
CARTESIAN COORDINATES (ANGSTROEM)
C1 -0.6264 0.4601 2.8373  -1.0328
C2 -0.4701 0.8769 1.3807  -0.2463
C3 0.2829 -0.1205 0.4933  1.0571
C4 1.4059 0.3386 -4.0440  -0.8842
C5 0.2761 0.4583 -3.3677  -0.4654
C6 0.0224 -0.0994 -2.0105  -0.0115
C7 0.5355 0.4081 -0.8963  -0.7102
N1 -1.0709 -0.9310 2.9927  -0.5146
H1 0.3230 0.6122 3.3798  0.3008
H2 -1.3584 1.1240 3.3041  0.4594
H3 0.0130 1.8502 1.3622  0.2003
H4 -1.4395 1.0319 0.9535  0.1735
H5 1.2421 -0.3494 0.9700  -0.2107
H6 -0.3098 -1.0254 0.4648  0.4454
H7 2.2789 -0.2205 -3.6885  0.1678
H8 1.5373 0.7412 -5.0465  0.2913
H9 -0.5494 1.0364 -3.7852  0.3359
H10 -0.6538 -0.9717 -1.9638  -0.2208
H11 1.1440 1.3018 -0.9731  0.8198
H12 -0.2783 -1.5489 2.8040  0.2890
H13 -1.3128 -1.1082 3.9785  0.2873
H14 1.2632 -2.9874 3.1527  0.2953
H15 1.3295 -2.3940 1.6668  0.3815
O1 1.2082 -2.1692 2.6293  -0.7561
H16 -3.6192 0.2543 0.4906  0.2595
H17 -3.6679 -0.1311 -1.0253  0.3840
O2 -4.0101 0.5211 -0.3489  -0.6986
H18 2.0020 -0.6311 2.9958  0.2975
H19 3.3811 -0.1518 3.4383  0.3134
O3 2.5426 0.1864 3.0880  -0.6848
H20 -1.3471 -3.3455 -0.4641  0.4141
H21 0.0797 -2.9098 -0.9352  0.3036
O4 -0.8106 -3.1654 -1.2567  -0.8141
H22 -0.1541 3.6145 -1.3607  0.4237
H23 -0.8887 2.5213 -2.1905  0.3195
O5 -0.9433 3.4325 -1.9315  -0.7269
H24 2.2462 -1.8920 -0.3404  0.4313
H25 2.2185 -3.4834 -0.2968  0.2538
O6 1.7120 -2.6923 -0.0317  -0.7817
H26 -2.6877 3.4530 -1.1435  0.4007
H27 -3.7579 2.4027 -0.6030  0.3639
O7 -3.5468 3.3674 -0.6469  -0.6962
H28 -2.1257 -2.0515 -1.8306  0.4473
H29 -3.3014 -1.7435 -2.8641  0.2690
O8 -2.9953 -1.5924 -1.9758  -0.6224
H30 1.2703 4.4889 0.3060  0.3267
H31 1.8913 3.0786 0.1181  0.3167
O9 1.4207 3.8143 -0.3712  -0.6783
H32 3.1701 0.2495 -0.3000  0.4085
H33 2.9328 -0.2939 -1.7105  0.3496
O10 3.2883 -0.5639 -0.8650  -0.8361
H34 -2.5995 -2.2765 1.2899  0.3238
H35 -3.3165 -2.6732 0.0048  0.3245
O11 -2.7613 -3.0294 0.7125  -0.7518
H36 3.8432 2.0601 0.9690  0.2655
H37 2.7491 1.1816 1.6608  0.4140
O12 2.9925 1.6862 0.8245  -0.7715

## Properties
- E_LUMO: -0.21 eV
- HOMO-LUMO gap: 9.069 eV
- ΔE to the lowest compared entry with this formula, charge and spin: 17.2 kcal/mol



# C7H3F11O

An isolated molecule of C7H3F11O in a non-equilibrium geometry (ωB97M-V/def2-TZVPD, OMol25).

Each line ends with the Mulliken charge.
CARTESIAN COORDINATES (ANGSTROEM)
O1 1.5950 2.5953 0.5492  -0.5457
C1 1.5159 1.2435 0.1184  -0.8434
C2 0.4385 0.4533 0.8789  0.8966
F1 0.6233 0.8254 2.1817  -0.4190
C3 0.6605 -1.0492 0.7303  0.5459
F2 -0.0248 -1.7033 1.6810  -0.2796
F3 1.9612 -1.3634 1.0685  -0.3293
C4 0.2667 -1.6094 -0.6652  0.5166
F4 0.4477 -2.9536 -0.6044  -0.3017
F5 1.1290 -1.1251 -1.6188  -0.2692
C5 -1.2143 -1.2770 -1.0777  0.6009
F6 -1.4953 -1.7383 -2.3315  -0.3002
F7 -2.0683 -1.9993 -0.2733  -0.2685
C6 -1.5011 0.2221 -0.8812  0.4913
F8 -2.8169 0.3838 -1.0056  -0.2934
F9 -0.9480 0.9188 -1.9096  -0.2678
C7 -1.0390 0.8491 0.4667  0.5585
F10 -1.1530 2.2321 0.3679  -0.3007
F11 -1.8966 0.4704 1.4451  -0.2849
H1 1.6423 2.6136 1.5222  0.3735
H2 2.5234 0.8027 0.3262  0.3991
H3 1.3536 1.2084 -0.9687  0.3211

## Properties
- E_LUMO: 0.53 eV
- HOMO-LUMO gap: 11.801 eV
- ΔE to the lowest compared entry with this formula, charge and spin: 0.0 kcal/mol
- SMILES: OCC1(F)C(F)(F)C(F)(F)C(F)(F)C(F)(F)C1(F)F



# C7H3O3

The ion C7H3O3 with charge -1 in a non-equilibrium geometry (ωB97M-V/def2-TZVPD, OMol25).

Each line ends with the Mulliken charge.
CARTESIAN COORDINATES (ANGSTROEM)
O1 -1.2939 0.2331 3.0339  -0.6869
C1 -1.6815 0.4311 1.8454  0.0831
O2 -2.8151 0.5625 1.3431  -0.7064
C2 -0.4911 0.1972 0.8721  0.5070
C3 -0.3842 -0.9647 0.1745  -0.4999
C4 0.5914 -1.2261 -0.7882  -0.6408
C5 1.2711 -0.0937 -0.9663  -0.2782
C6 1.3130 0.9020 -0.1827  0.0288
C7 0.4353 1.2101 0.7617  0.5218
O3 0.5863 2.2769 1.5902  -0.6229
H1 -1.1416 -1.6237 0.2901  0.4936
H2 0.7344 -2.1332 -1.3075  0.4101
H3 0.0040 2.1266 2.4193  0.3906

## Properties
- E_LUMO: 3.34 eV
- HOMO-LUMO gap: 7.871 eV
- Charge: -1
- SMILES: O=C([O-])c1ccc#cc1O



# C7H40F12O21

A cluster of 21 separate species, C7H40F12O21 in total in a non-equilibrium geometry (ωB97M-V/def2-TZVPD, OMol25).

Each line ends with the Mulliken charge.
CARTESIAN COORDINATES (ANGSTROEM)
O1 -1.5249 -3.2918 0.0453  -0.5150
F1 0.3634 -3.6897 1.0574  -0.0887
F2 0.5942 2.8193 0.0826  -0.2707
F3 1.9278 1.1116 -0.1925  -0.0486
F4 -0.8279 1.4047 1.8292  -0.2157
F5 1.1775 1.2812 2.4027  -0.2502
F6 0.3365 0.9831 -2.1918  -0.2187
F7 -1.3816 1.7874 -1.1260  -0.2734
F8 1.3574 -1.1251 2.1571  -0.1101
F9 -0.7745 -1.0037 2.4062  -0.2934
F10 -0.9871 -1.1095 -2.0320  -0.3185
F11 -2.0923 -0.6041 -0.2843  -0.1383
F12 1.3894 -1.3370 -0.3032  -0.4366
C1 -0.4486 -2.8286 0.4156  -0.5396
C2 0.6645 1.4194 0.0530  0.2850
C3 0.3305 0.8195 1.4806  0.3339
C4 -0.3199 0.9305 -1.0115  0.7653
C5 0.2101 -0.6614 1.5354  0.4891
C6 -0.8042 -0.5612 -0.8194  0.5063
C7 0.0969 -1.3685 0.1669  1.6014
O2 -2.3054 3.1806 4.2062  -0.6437
H1 -2.4773 3.4532 3.2471  0.3902
H2 -3.0783 3.5089 4.7705  0.2830
O3 1.5887 -3.2180 -2.8927  -0.5960
H3 1.1654 -2.5373 -3.5101  0.2939
H4 1.2927 -4.1391 -3.1889  0.3162
O4 -4.2990 1.5710 1.4785  -0.7378
H5 -4.2641 1.6627 0.4715  0.3992
H6 -4.2517 0.5865 1.7072  0.3238
O5 -4.4755 -2.4557 -0.4520  -0.6244
H7 -3.8399 -2.5076 0.3336  0.3368
H8 -5.3684 -2.1213 -0.1135  0.2727
O6 0.0892 -6.6508 0.5172  -0.6498
H9 -0.0243 -7.2859 1.2967  0.3095
H10 0.9994 -6.2157 0.5952  0.4034
O7 3.8321 -1.5443 4.2494  -0.6454
H11 3.4772 -1.2445 5.1483  0.2983
H12 3.6407 -2.5328 4.1488  0.3400
O8 2.1647 2.3961 -4.2912  -0.7390
H13 1.8298 2.2896 -5.2400  0.3251
H14 2.4475 1.4855 -3.9526  0.3943
O9 3.9620 0.4362 1.8218  -0.7115
H15 3.7668 1.4046 2.0404  0.3787
H16 3.8219 -0.1109 2.6613  0.2502
O10 -4.2361 1.6344 -1.4781  -0.8579
H17 -4.8934 2.3484 -1.7646  0.3128
H18 -4.6481 0.7308 -1.6718  0.3414
O11 -4.3263 -1.1114 2.0929  -0.6533
H19 -3.7319 -1.6716 2.6901  0.2981
H20 -5.2846 -1.2420 2.3902  0.2839
O12 3.0660 -0.1211 -3.6812  -0.6211
H21 3.8664 -0.5453 -4.1320  0.2842
H22 2.2489 -0.6749 -3.9034  0.2830
O13 -1.5200 -0.1038 -5.2507  -0.6713
H23 -1.8799 0.4589 -4.4908  0.4668
H24 -2.0275 0.1402 -6.0914  0.2625
O14 4.6926 1.3463 -0.6322  -0.7122
H25 3.8254 1.2882 -1.1502  0.3060
H26 4.5757 0.8401 0.2360  0.4473
O15 2.0584 4.7424 1.9480  -0.7006
H27 2.5775 5.5483 1.6243  0.3083
H28 1.1084 4.8225 1.6090  0.3024
O16 -0.6347 3.3509 -4.1528  -0.6882
H29 0.1803 2.7746 -3.9873  0.3580
H30 -1.4584 2.7855 -3.9922  0.4169
O17 3.8359 3.1405 3.4127  -0.6976
H31 3.1480 3.6359 2.8604  0.4116
H32 4.7437 3.2869 2.9906  0.3199
O18 2.6997 -5.5633 0.8173  -0.8006
H33 3.0127 -4.9501 0.0758  0.3322
H34 3.0296 -6.4979 0.6137  0.3354
O19 -3.1612 4.1299 1.6049  -0.7162
H35 -3.6088 4.8239 1.0203  0.2976
H36 -3.6779 3.2643 1.5184  0.4274
O20 2.6928 -4.1721 3.2787  -0.6618
H37 2.5199 -4.6021 2.3793  0.3541
H38 1.8061 -3.8650 3.6570  0.3384
O21 -2.8228 1.9123 -3.8564  -0.6860
H39 -3.6657 2.0276 -4.4041  0.2556
H40 -3.0920 1.7006 -2.9043  0.4920

## Properties
- E_LUMO: -0.59 eV
- HOMO-LUMO gap: 9.155 eV
- ΔE to the lowest compared entry with this formula, charge and spin: 0.0 kcal/mol



# C7H4AgBBrF3O5S

A structure of composition C7H4AgBBrF3O5S in a non-equilibrium geometry (ωB97M-V/def2-TZVPD, OMol25).

Each line ends with the Mulliken charge.
CARTESIAN COORDINATES (ANGSTROEM)
Ag1 -11.9903 2.1072 10.3400  -0.1443
O1 -9.3120 2.5424 8.1160  -0.1983
B1 -10.6066 2.5780 8.5767  -0.3088
O2 -11.4331 2.9365 7.4484  -0.0060
C1 -10.6846 2.7613 6.2936  0.3613
C2 -11.0177 3.4372 5.1188  -0.6331
C3 -9.9776 3.6655 4.2161  -0.2570
C4 -8.6663 3.4754 4.6049  -0.4337
C5 -8.2965 2.9046 5.8488  -0.6675
C6 -9.3395 2.4982 6.6807  0.4013
H1 -12.0799 3.6550 4.9133  0.3949
H2 -10.1679 4.0940 3.1995  0.2624
H3 -7.9064 3.5945 3.8510  0.2963
H4 -7.3199 2.5581 6.0891  0.3975
Br1 -10.1725 2.1071 12.0827  -0.6848
F1 -17.0806 3.8892 8.9787  -0.2418
C7 -16.1531 3.0622 9.5169  0.5603
F2 -16.1264 3.3074 10.8675  -0.2327
F3 -16.6200 1.7777 9.3686  -0.2459
S1 -14.4948 3.1839 8.7902  1.3226
O3 -14.5463 2.8186 7.4082  -0.6273
O4 -13.9560 4.4513 9.2157  -0.6409
O5 -13.9832 1.9820 9.5352  -0.6744

## Properties
- E_LUMO: 5.14 eV
- HOMO-LUMO gap: 4.520 eV
- Charge: -2



# C7H4ClNO4S2

An isolated molecule of C7H4ClNO4S2 in a non-equilibrium geometry (ωB97M-V/def2-TZVPD, OMol25).

Each line ends with the Mulliken charge.
CARTESIAN COORDINATES (ANGSTROEM)
O1 -0.2940 4.0025 -0.3558  -0.5248
S1 0.6987 2.9919 -0.3855  1.0014
O2 1.3873 2.6336 -1.5727  -0.5469
Cl1 1.8740 3.4865 1.1278  -0.1134
C1 -0.0636 1.4865 0.1970  0.0816
N1 -0.9645 1.6113 1.6603  -0.3619
S2 -1.2970 0.0334 1.9783  1.1454
O3 -0.5273 -0.4411 3.1082  -0.5816
O4 -2.7204 -0.1372 2.1412  -0.5767
C2 -0.4407 -0.7587 0.5928  0.4690
C3 -0.4088 -2.1607 0.4531  -0.8474
C4 0.0385 -2.6062 -0.7464  -0.2202
C5 0.5948 -1.6850 -1.7088  -0.4564
C6 0.7529 -0.3440 -1.4296  -0.6377
C7 0.1757 0.1376 -0.2255  0.4881
H1 -0.8652 -2.8828 1.0590  0.4483
H2 0.0401 -3.6470 -1.1646  0.3201
H3 0.8601 -2.1634 -2.7248  0.2764
H4 1.1593 0.4428 -2.0039  0.6368

## Properties
- E_LUMO (spin up / spin down): -2.88 / -2.79 eV
- HOMO-LUMO gap (spin up / spin down): 7.728 / 6.977 eV
- SMILES: O=S(=O)(Cl)C1=NS(=O)(=O)c2ccccc21



Copy entry 1 word for word.
# C7H37NO12

A cluster of 13 separate species, C7H37NO12 in total in a non-equilibrium geometry (ωB97M-V/def2-TZVPD, OMol25).

Each line ends with the Mulliken charge.
CARTESIAN COORDINATES (ANGSTROEM)
C1 -0.6264 0.4601 2.8373  -1.0328
C2 -0.4701 0.8769 1.3807  -0.2463
C3 0.2829 -0.1205 0.4933  1.0571
C4 1.4059 0.3386 -4.0440  -0.8842
C5 0.2761 0.4583 -3.3677  -0.4654
C6 0.0224 -0.0994 -2.0105  -0.0115
C7 0.5355 0.4081 -0.8963  -0.7102
N1 -1.0709 -0.9310 2.9927  -0.5146
H1 0.3230 0.6122 3.3798  0.3008
H2 -1.3584 1.1240 3.3041  0.4594
H3 0.0130 1.8502 1.3622  0.2003
H4 -1.4395 1.0319 0.9535  0.1735
H5 1.2421 -0.3494 0.9700  -0.2107
H6 -0.3098 -1.0254 0.4648  0.4454
H7 2.2789 -0.2205 -3.6885  0.1678
H8 1.5373 0.7412 -5.0465  0.2913
H9 -0.5494 1.0364 -3.7852  0.3359
H10 -0.6538 -0.9717 -1.9638  -0.2208
H11 1.1440 1.3018 -0.9731  0.8198
H12 -0.2783 -1.5489 2.8040  0.2890
H13 -1.3128 -1.1082 3.9785  0.2873
H14 1.2632 -2.9874 3.1527  0.2953
H15 1.3295 -2.3940 1.6668  0.3815
O1 1.2082 -2.1692 2.6293  -0.7561
H16 -3.6192 0.2543 0.4906  0.2595
H17 -3.6679 -0.1311 -1.0253  0.3840
O2 -4.0101 0.5211 -0.3489  -0.6986
H18 2.0020 -0.6311 2.9958  0.2975
H19 3.3811 -0.1518 3.4383  0.3134
O3 2.5426 0.1864 3.0880  -0.6848
H20 -1.3471 -3.3455 -0.4641  0.4141
H21 0.0797 -2.9098 -0.9352  0.3036
O4 -0.8106 -3.1654 -1.2567  -0.8141
H22 -0.1541 3.6145 -1.3607  0.4237
H23 -0.8887 2.5213 -2.1905  0.3195
O5 -0.9433 3.4325 -1.9315  -0.7269
H24 2.2462 -1.8920 -0.3404  0.4313
H25 2.2185 -3.4834 -0.2968  0.2538
O6 1.7120 -2.6923 -0.0317  -0.7817
H26 -2.6877 3.4530 -1.1435  0.4007
H27 -3.7579 2.4027 -0.6030  0.3639
O7 -3.5468 3.3674 -0.6469  -0.6962
H28 -2.1257 -2.0515 -1.8306  0.4473
H29 -3.3014 -1.7435 -2.8641  0.2690
O8 -2.9953 -1.5924 -1.9758  -0.6224
H30 1.2703 4.4889 0.3060  0.3267
H31 1.8913 3.0786 0.1181  0.3167
O9 1.4207 3.8143 -0.3712  -0.6783
H32 3.1701 0.2495 -0.3000  0.4085
H33 2.9328 -0.2939 -1.7105  0.3496
O10 3.2883 -0.5639 -0.8650  -0.8361
H34 -2.5995 -2.2765 1.2899  0.3238
H35 -3.3165 -2.6732 0.0048  0.3245
O11 -2.7613 -3.0294 0.7125  -0.7518
H36 3.8432 2.0601 0.9690  0.2655
H37 2.7491 1.1816 1.6608  0.4140
O12 2.9925 1.6862 0.8245  -0.7715

## Properties
- E_LUMO: -0.21 eV
- HOMO-LUMO gap: 9.069 eV
- ΔE to the lowest compared entry with this formula, charge and spin: 17.2 kcal/mol